[1]
C23H25CuN9O8S2Se as an isolated structure in a non-equilibrium geometry, computed with ωB97M-V/def2-TZVPD.

Summary:
Max |F|   0.0540 hartree/bohr
ΔE to the lowest compared entry with this formula, charge and spin   53.0 kJ/mol
Kohn-Sham gap (spin up / spin down)   7.2 / 5.8 eV

Geometry as ORCA input:
```
! RIJCOSX wB97M-V def2-TZVPD def2/J DEFGRID3
* xyz 0 2
Cu -0.48 0.18 0.57
O 2.87 -4.09 1.93
C 2.14 -3.83 2.99
O 2.30 -4.45 4.03
C 1.13 -2.74 2.84
C 0.42 -2.09 3.79
N -0.34 -1.14 3.15
N -0.09 -1.17 1.84
C 0.80 -2.12 1.60
C 1.19 -2.24 0.13
O 2.10 -2.99 -0.28
O 0.64 -1.36 -0.61
H 2.62 -3.58 1.12
H 0.36 -2.23 4.86
H -0.88 -0.38 3.47
O -5.33 2.63 -0.60
S -5.43 1.94 0.63
O -6.53 2.26 1.47
N -3.97 2.09 1.35
C -3.33 0.96 1.38
O -2.14 0.90 1.78
C -4.09 -0.22 0.86
C -3.76 -1.58 1.00
C -4.67 -2.50 0.50
C -5.86 -2.13 -0.10
C -6.24 -0.80 -0.11
C -5.36 0.17 0.40
H -3.00 -1.92 1.60
H -4.50 -3.55 0.58
H -6.50 -2.90 -0.58
H -7.17 -0.40 -0.58
N -1.76 3.12 -0.57
C -1.82 1.89 -1.16
N -2.81 1.64 -2.00
O -0.94 1.01 -1.09
H -2.63 3.62 -0.63
H -1.26 3.19 0.32
H -3.64 2.21 -2.11
H -2.80 0.75 -2.53
C 1.13 3.09 -3.91
N 1.51 1.76 -3.60
C 0.85 0.68 -3.95
Se -0.63 0.61 -5.01
N 1.48 -0.44 -3.45
C 2.63 -0.04 -2.80
C 3.62 -0.74 -2.10
C 4.65 0.04 -1.62
C 4.72 1.43 -1.83
C 3.71 2.08 -2.46
C 2.69 1.34 -2.96
H 0.04 3.06 -4.27
H 1.83 3.43 -4.70
H 1.23 3.70 -3.03
H 1.20 -1.37 -3.56
H 3.57 -1.82 -1.94
H 5.51 -0.41 -1.11
H 5.56 2.02 -1.49
H 3.67 3.17 -2.59
C 3.87 -0.90 2.15
N 3.01 -0.01 1.39
C 2.16 0.78 2.01
N 2.12 0.71 3.36
S 1.16 1.87 1.17
H 4.40 -1.62 1.51
H 3.29 -1.57 2.79
H 4.65 -0.30 2.73
H 3.15 0.19 0.42
H 2.60 -0.05 3.82
H 1.36 1.18 3.81
*
```

***

[2]
One molecule with the formula C23H25F3N2O4, computed with ωB97M-V/def2-TZVPD.

Summary:
SMILES string   C/C=C/c1ccc(OCC(=O)Nc2cc(C(F)(F)F)ccc2N2CCOCC2)c(OC)c1
Max |F|   0.0122 hartree/bohr
ΔE to the lowest compared entry with this formula, charge and spin   0.0 kJ/mol
Kohn-Sham gap   8.8 eV

Geometry as ORCA input:
```
! RIJCOSX wB97M-V def2-TZVPD def2/J DEFGRID3
* xyz 0 1
C 5.47 3.82 0.26
C 4.59 2.65 0.55
C 4.09 1.85 -0.39
C 3.24 0.69 -0.19
C 2.88 -0.09 -1.29
C 2.07 -1.20 -1.15
C 1.60 -1.58 0.10
O 0.77 -2.66 0.33
C 0.28 -3.37 -0.78
C -0.67 -2.55 -1.67
O -0.90 -2.86 -2.82
N -1.22 -1.51 -1.00
C -2.03 -0.48 -1.46
C -2.33 -0.30 -2.80
C -3.07 0.81 -3.20
C -3.40 0.96 -4.66
F -3.88 2.17 -4.96
F -2.33 0.77 -5.45
F -4.33 0.07 -5.06
C -3.49 1.75 -2.27
C -3.20 1.56 -0.93
C -2.50 0.44 -0.50
N -2.17 0.20 0.84
C -2.10 1.34 1.75
C -1.34 0.89 3.00
O -2.00 -0.19 3.63
C -2.09 -1.29 2.75
C -2.87 -0.91 1.49
C 1.95 -0.81 1.22
O 1.45 -1.07 2.48
C 1.81 -2.31 3.05
C 2.75 0.31 1.06
H 6.43 3.70 0.76
H 5.02 4.73 0.66
H 5.63 3.94 -0.80
H 4.39 2.47 1.59
H 4.32 2.06 -1.43
H 3.23 0.18 -2.27
H 1.80 -1.76 -2.03
H 1.08 -3.78 -1.40
H -0.29 -4.20 -0.36
H -0.92 -1.37 -0.04
H -1.97 -1.02 -3.53
H -4.05 2.61 -2.60
H -3.55 2.29 -0.22
H -1.56 2.14 1.26
H -3.10 1.69 2.04
H -1.31 1.69 3.73
H -0.32 0.59 2.73
H -2.61 -2.08 3.30
H -1.09 -1.63 2.48
H -2.95 -1.76 0.82
H -3.89 -0.59 1.78
H 1.35 -2.33 4.04
H 2.90 -2.38 3.16
H 1.46 -3.15 2.46
H 2.98 0.88 1.95
*
```

***

[3]
C23H25F3NOSc as an isolated structure in a non-equilibrium geometry, computed with ωB97M-V/def2-TZVPD.

Summary:
Max |F|   0.0594 hartree/bohr
Kohn-Sham gap   7.6 eV

Geometry as ORCA input:
```
! RIJCOSX wB97M-V def2-TZVPD def2/J DEFGRID3
* xyz 0 1
C 1.17 -2.68 3.31
C -0.14 -2.31 2.89
C -0.10 -2.02 1.50
H -1.05 -2.35 3.49
C 1.23 -2.23 1.04
C 2.02 -2.67 2.16
H 1.52 -2.17 -0.01
C 1.66 1.69 3.31
C 0.33 1.28 3.67
C -0.46 1.22 2.46
H -0.05 1.13 4.69
C 0.33 1.64 1.33
C 1.67 1.83 1.87
H -0.96 -1.85 0.83
H 3.10 -2.87 2.14
H 1.44 -2.95 4.34
H 2.48 2.22 1.29
H -1.53 1.07 2.46
H 2.52 1.79 3.99
Sc 1.43 -0.46 2.56
C -0.21 2.45 0.14
C 0.19 3.91 0.44
C -1.74 2.45 0.11
H -0.39 4.28 1.30
H -0.04 4.56 -0.41
H 1.25 4.01 0.67
H -2.12 2.74 1.10
H -2.17 1.49 -0.17
H -2.11 3.21 -0.60
C 0.36 2.14 -1.31
C -0.16 0.89 -2.02
H 1.46 2.08 -1.25
H 0.17 3.02 -1.95
O -0.67 -0.02 -1.35
N -0.13 0.76 -3.40
C -0.27 -0.60 -3.90
H 0.48 1.36 -3.96
C -1.26 -1.39 -3.09
C -0.96 -2.72 -2.74
H 0.05 -3.09 -2.92
C -1.92 -3.54 -2.12
H -1.66 -4.56 -1.81
C -3.21 -3.04 -1.85
H -3.96 -3.67 -1.37
C -3.50 -1.69 -2.15
H -4.46 -1.26 -1.85
C -2.55 -0.90 -2.80
H -2.79 0.15 -2.99
H 0.71 -1.07 -3.78
H -0.52 -0.62 -4.97
F 3.61 -1.15 -0.34
C 3.54 -0.18 0.62
F 4.64 -0.34 1.43
F 3.74 1.00 -0.05
*
```

***

[4]
A 2-piece molecular cluster, C23H25F7N3O4S2 overall in a non-equilibrium geometry, computed with ωB97M-V/def2-TZVPD.

Summary:
Max |F|   0.0598 hartree/bohr
Kohn-Sham gap   5.0 eV

Geometry as ORCA input:
```
! RIJCOSX wB97M-V def2-TZVPD def2/J DEFGRID3
* xyz 1 1
C 4.07 0.92 3.10
C 5.42 0.73 2.28
N 5.32 -0.14 1.09
C 4.68 -1.46 1.38
C 5.60 -2.61 0.75
C 4.76 0.50 -0.05
S 4.86 -0.23 -1.53
S 3.95 2.16 -0.03
C 2.21 1.92 0.61
C 1.21 2.85 -0.17
C 0.04 3.34 0.76
C -1.13 2.32 0.89
C -1.83 1.74 -0.23
N -2.83 0.82 -0.05
C -3.27 0.40 1.17
C -4.40 -0.65 1.35
F -5.28 -0.64 0.31
F -5.12 -0.23 2.47
C -3.84 -2.07 1.72
F -2.96 -1.99 2.78
F -4.86 -2.86 2.18
C -3.07 -2.81 0.56
F -1.76 -2.48 0.50
F -3.13 -4.15 0.85
F -3.64 -2.67 -0.67
C -2.64 0.96 2.35
C -1.55 1.92 2.24
C -0.91 2.43 3.55
O -0.07 1.75 4.06
O -1.33 3.64 4.05
H 3.18 0.42 2.66
H 3.84 2.02 3.14
H 4.20 0.58 4.16
H 5.78 1.75 2.01
H 6.18 0.31 2.99
H 3.67 -1.50 0.89
H 4.63 -1.69 2.48
H 6.63 -2.21 0.61
H 5.67 -3.48 1.46
H 5.16 -2.99 -0.20
H 2.23 2.26 1.68
H 1.93 0.83 0.57
H 1.78 3.77 -0.48
H 0.83 2.38 -1.11
H 0.48 3.61 1.76
H -0.41 4.29 0.35
H -1.53 2.01 -1.27
H -3.27 0.46 -0.90
H -3.02 0.63 3.34
H -1.25 3.55 5.02
C -3.68 -2.79 -5.49
C -2.95 -3.03 -4.33
C -2.10 -2.06 -3.84
C -1.98 -0.85 -4.51
C -2.70 -0.61 -5.68
C -3.55 -1.59 -6.16
N -1.09 0.19 -3.98
O -0.46 -0.06 -2.97
O -1.03 1.25 -4.58
H -4.36 -3.55 -5.87
H -3.06 -3.97 -3.80
H -1.53 -2.25 -2.93
H -2.60 0.33 -6.21
H -4.12 -1.41 -7.07
*
```

***

[5]
One molecule with the formula C23H25FN2O3, computed with ωB97M-V/def2-TZVPD.

Summary:
SMILES string   Cc1cc(C)cc(C(=O)N[C@H]2CC23CCN(C(=O)c2cccc(O)c2F)CC3)c1
Max |F|   0.0018 hartree/bohr
ΔE to the lowest compared entry with this formula, charge and spin   0.5 kJ/mol
Kohn-Sham gap   9.4 eV

Geometry as ORCA input:
```
! RIJCOSX wB97M-V def2-TZVPD def2/J DEFGRID3
* xyz 0 1
C 5.44 1.11 3.62
C 3.94 1.19 3.75
C 3.33 1.17 5.00
C 1.95 1.25 5.15
C 1.32 1.20 6.52
C 1.17 1.36 4.01
C 1.75 1.39 2.75
C 0.83 1.49 1.57
O -0.32 1.11 1.61
N 1.37 2.02 0.44
C 0.60 2.14 -0.76
C 1.32 2.07 -2.07
C 0.40 0.96 -1.67
C 1.00 -0.39 -1.32
C -0.01 -1.30 -0.62
N -1.25 -1.36 -1.39
C -1.44 -2.42 -2.22
O -0.66 -3.35 -2.31
C -2.69 -2.43 -3.07
C -2.55 -2.64 -4.44
C -3.67 -2.72 -5.25
C -4.94 -2.61 -4.69
C -5.10 -2.43 -3.33
O -6.30 -2.32 -2.71
C -3.96 -2.33 -2.54
F -4.12 -2.15 -1.22
C -1.88 -0.06 -1.56
C -0.95 0.86 -2.35
C 3.13 1.29 2.62
H 5.72 0.64 2.68
H 5.88 2.10 3.64
H 5.87 0.53 4.43
H 3.96 1.09 5.89
H 0.46 1.87 6.58
H 0.96 0.19 6.73
H 2.03 1.47 7.29
H 0.09 1.41 4.08
H 2.26 2.49 0.50
H -0.24 2.83 -0.68
H 1.02 2.74 -2.86
H 2.39 1.86 -2.04
H 1.33 -0.88 -2.25
H 1.89 -0.26 -0.70
H 0.38 -2.31 -0.52
H -0.25 -0.90 0.36
H -1.56 -2.76 -4.85
H -3.57 -2.88 -6.31
H -5.82 -2.69 -5.32
H -7.00 -2.42 -3.36
H -2.83 -0.17 -2.07
H -2.07 0.35 -0.57
H -1.39 1.86 -2.44
H -0.82 0.46 -3.36
H 3.59 1.27 1.64
*
```

***

[6]
C23H25IN6O4Pd as an isolated structure in a non-equilibrium geometry, computed with ωB97M-V/def2-TZVPD.

Summary:
Max |F|   0.1141 hartree/bohr
Kohn-Sham gap (spin up / spin down)   3.8 / 3.9 eV

Geometry as ORCA input:
```
! RIJCOSX wB97M-V def2-TZVPD def2/J DEFGRID3
* xyz 2 1
Pd 0.02 0.69 -1.04
O -2.78 4.07 0.66
C -2.15 4.23 1.81
C -2.73 5.05 2.79
C -2.11 5.25 3.99
C -0.87 4.64 4.26
C -0.27 3.83 3.31
C -0.90 3.60 2.08
C -0.30 2.70 1.10
O -0.96 2.32 0.06
N 0.95 2.31 1.32
N 1.54 1.61 0.38
C 2.81 1.33 0.43
C 3.56 0.77 -0.63
C 4.94 0.56 -0.43
C 5.75 0.07 -1.41
C 5.21 -0.23 -2.68
C 3.89 -0.01 -2.94
C 3.00 0.51 -1.95
O 1.79 0.74 -2.28
H -2.27 3.46 0.08
H -3.68 5.52 2.56
H -2.56 5.88 4.74
H -0.39 4.80 5.21
H 0.67 3.35 3.51
H 3.35 1.59 1.34
H 5.36 0.81 0.54
H 6.80 -0.07 -1.24
H 5.85 -0.62 -3.45
H 3.47 -0.22 -3.92
C -2.57 -2.66 -0.85
N -1.55 -3.21 0.02
C -1.88 -4.46 0.68
C -0.60 -5.18 1.07
C 0.27 -4.24 1.88
N 0.46 -3.00 1.16
C 1.62 -2.23 1.53
C -0.41 -2.52 0.25
O -0.17 -1.46 -0.38
H -2.78 -3.36 -1.67
H -2.22 -1.71 -1.25
H -3.49 -2.51 -0.28
H -2.47 -5.06 -0.01
H -2.50 -4.25 1.56
H -0.07 -5.49 0.17
H -0.84 -6.07 1.65
H 1.25 -4.69 2.07
H -0.19 -4.03 2.85
H 2.54 -2.79 1.33
H 1.59 -2.00 2.60
H 1.64 -1.29 0.96
I -5.69 0.42 -4.11
C -3.63 0.43 -3.76
C -2.62 0.18 -4.68
N -1.46 0.29 -4.01
N -1.66 0.59 -2.72
C -2.97 0.69 -2.55
H -2.67 -0.05 -5.72
H -0.52 0.20 -4.38
H -3.40 0.93 -1.60
*
```

***

[7]
C23H25IrN7O7PS2 as an isolated structure, computed with ωB97M-V/def2-TZVPD.

Summary:
Max |F|   0.0140 hartree/bohr
ΔE to the lowest compared entry with this formula, charge and spin   73.1 kJ/mol
Kohn-Sham gap (spin up / spin down)   7.4 / 6.6 eV

Geometry as ORCA input:
```
! RIJCOSX wB97M-V def2-TZVPD def2/J DEFGRID3
* xyz 1 6
Ir 0.35 0.14 0.22
N -0.23 -0.81 2.21
N 0.44 -0.22 3.29
C 0.69 1.09 3.33
N 1.38 1.53 4.39
S 0.17 2.19 2.14
H -1.23 -0.88 2.38
H 0.19 -1.73 1.97
H 0.87 -0.85 3.96
H 1.62 0.94 5.16
H 1.55 2.52 4.47
O -2.43 0.77 1.26
N -1.91 0.57 -0.03
C -2.86 0.16 -0.77
C -2.88 -0.08 -2.22
C -4.18 -0.07 -2.74
C -4.41 -0.16 -4.10
C -3.34 -0.29 -4.97
C -2.06 -0.36 -4.46
C -1.80 -0.26 -3.09
P -0.07 -0.51 -2.62
C 0.38 -1.95 -3.58
C -0.48 -3.05 -3.54
C -0.18 -4.18 -4.27
C 0.98 -4.24 -5.03
C 1.84 -3.15 -5.07
C 1.54 -2.01 -4.34
C 0.86 0.90 -3.23
C 0.25 1.98 -3.88
C 1.02 3.05 -4.31
C 2.39 3.06 -4.09
C 3.00 2.00 -3.42
C 2.24 0.93 -2.98
H -1.82 1.43 1.65
H -3.83 0.08 -0.29
H -5.01 0.04 -2.07
H -5.43 -0.14 -4.48
H -3.50 -0.36 -6.04
H -1.23 -0.50 -5.15
H -1.37 -3.02 -2.92
H -0.85 -5.04 -4.23
H 1.22 -5.13 -5.59
H 2.74 -3.19 -5.66
H 2.22 -1.16 -4.39
H -0.81 1.98 -4.05
H 0.55 3.87 -4.83
H 2.99 3.90 -4.43
H 4.07 2.01 -3.25
H 2.70 0.11 -2.44
N 4.53 0.99 0.34
C 4.58 -0.18 1.07
C 3.29 -0.46 1.39
N 2.47 0.52 0.88
C 3.25 1.36 0.24
H 5.32 1.47 -0.07
H 5.50 -0.69 1.28
H 2.90 -1.32 1.90
H 2.93 2.26 -0.28
O 1.75 -1.35 -0.93
S 0.95 -2.56 -0.43
O 1.18 -3.72 -1.22
O -0.47 -1.98 -0.61
O 1.18 -2.74 1.01
O -1.30 3.80 -0.37
N -0.27 3.69 -0.94
O 0.57 2.85 -0.96
*
```

***

[8]
C23H25N3O3 as an isolated structure in a non-equilibrium geometry, computed with ωB97M-V/def2-TZVPD.

Summary:
Max |F|   0.3435 hartree/bohr
ΔE to the lowest compared entry with this formula, charge and spin   1736.0 kJ/mol
Kohn-Sham gap   7.8 eV

Geometry as ORCA input:
```
! RIJCOSX wB97M-V def2-TZVPD def2/J DEFGRID3
* xyz 0 1
C 5.47 1.01 -1.15
C 4.77 0.20 -0.14
H 5.31 -0.78 0.04
H 4.77 0.74 0.75
O 3.67 -0.25 -0.69
C 2.66 0.49 -0.28
O 2.85 1.64 0.30
C 1.30 -0.22 -0.84
C 0.13 0.38 -0.71
N -1.04 -0.14 -1.03
C -1.11 -1.57 -1.68
O -2.07 -1.97 -2.26
N 0.23 -1.79 -2.10
H 0.09 -2.87 -2.38
C 1.37 -1.62 -1.35
C 1.67 -2.54 0.06
C 2.84 -3.07 0.12
C 3.04 -4.03 1.25
C 1.81 -4.28 2.08
C 0.77 -3.61 2.09
C 0.60 -2.77 0.79
H -0.31 -2.33 0.93
H -0.08 -3.79 2.76
H 2.16 -4.94 3.14
H 3.79 -4.78 1.10
H 3.48 -3.07 -0.63
H 2.31 -1.55 -1.96
H -2.04 0.17 -0.93
C -0.01 1.86 0.01
N -1.36 2.09 0.64
C -2.62 2.28 -0.03
C -2.82 2.57 -1.47
C -4.19 2.92 -1.65
C -5.05 3.14 -0.76
C -4.77 2.87 0.62
C -3.69 2.36 1.05
C -2.99 2.19 2.16
H -2.96 3.13 3.22
H -3.49 1.37 2.87
C -1.46 1.64 2.12
C -1.24 0.47 2.50
H -1.24 0.09 3.68
H -1.82 -0.33 1.86
H -0.09 0.14 2.09
H -0.72 2.30 2.48
H -5.70 3.06 1.36
H -6.14 3.46 -0.98
H -4.42 3.31 -2.71
H -2.17 2.43 -2.19
H 0.79 1.99 0.64
H -0.11 2.51 -0.99
H 5.51 0.38 -2.21
H 6.31 1.31 -1.03
H 4.90 1.98 -1.31
*
```